Entry 1:
Below is C30H45BaBrN4OP2 as an isolated structure at a distorted geometry, with properties calculated with the ωB97M-V functional and the def2-TZVPD basis.

Geometry (Å):
C 2.097 3.850 -1.649
C 0.995 3.329 -2.355
C 1.113 3.091 -3.737
C 2.346 3.356 -4.344
N 3.389 3.783 -3.641
C 3.288 4.078 -2.352
C -0.213 3.004 -1.626
C -1.260 2.812 -1.006
C -2.424 2.764 -0.153
C -3.470 1.853 -0.417
C -4.612 1.809 0.454
C -4.504 2.571 1.580
C -3.678 3.632 1.779
C -2.507 3.633 0.963
Ba -3.333 0.716 3.114
P 1.491 -0.660 -0.654
H 0.282 2.683 -4.305
H 2.033 4.037 -0.573
H 2.469 3.194 -5.407
H 4.157 4.484 -1.830
H -1.704 4.359 1.125
H -3.446 1.255 -1.336
H -3.821 4.449 2.489
H -5.474 1.189 0.181
C 2.284 -2.291 -0.202
C 3.531 -2.743 -0.948
H 1.484 -3.033 -0.343
H 2.480 -2.242 0.880
H 3.786 -3.758 -0.620
H 3.384 -2.785 -2.033
H 4.406 -2.118 -0.734
C 2.095 -0.262 -2.382
C 3.538 0.161 -2.609
H 1.428 0.555 -2.704
H 1.851 -1.133 -3.009
H 3.681 0.343 -3.683
H 3.782 1.102 -2.103
H 4.266 -0.603 -2.316
C 2.464 0.544 0.377
C 3.933 0.248 0.692
H 1.900 0.605 1.324
H 2.369 1.531 -0.105
H 4.316 1.026 1.368
H 4.073 -0.715 1.200
H 4.575 0.266 -0.199
Br -3.934 -0.784 5.458
P -1.030 -1.673 -1.777
C -0.229 -2.927 -2.899
C -0.984 -4.212 -3.232
H 0.725 -3.190 -2.411
H 0.030 -2.399 -3.829
H -0.314 -4.868 -3.808
H -1.288 -4.765 -2.333
H -1.869 -4.037 -3.862
C -2.255 -2.665 -0.797
C -3.576 -3.094 -1.440
H -2.474 -2.034 0.082
H -1.723 -3.555 -0.427
H -4.133 -3.712 -0.723
H -4.223 -2.244 -1.689
H -3.440 -3.706 -2.340
C -2.129 -0.692 -2.900
C -2.403 -1.207 -4.310
H -1.648 0.298 -2.944
H -3.084 -0.549 -2.376
H -3.047 -0.487 -4.833
H -1.492 -1.313 -4.909
H -2.939 -2.165 -4.321
C 0.453 1.105 6.643
N 0.344 0.096 5.588
C 1.146 -1.005 5.578
C 1.032 -1.911 4.564
C 0.081 -1.643 3.557
N -0.754 -0.594 3.598
C -0.555 0.342 4.562
O -1.223 1.418 4.554
N -0.032 -2.436 2.467
H 0.818 2.049 6.216
H 1.153 0.755 7.410
H -0.534 1.281 7.091
H 1.859 -1.090 6.397
H 1.653 -2.798 4.506
H 0.587 -3.217 2.323
H -0.677 -2.188 1.730

The calculation puts the energy at -4746.0662 Eh. As for the maximum force: 2.8 eV/A. For the molecular weight, the calculation gives 756.90 g/mol. Its multiplicity is 1. The value obtained for the frontier orbital gap (spin up / spin down) is 6.518 / 5.707 eV. The LUMO energy (spin up / spin down) is -6.64 / -7.46 eV. The total charge is +2. The value obtained for the relative energy (zero: lowest compared OMol25 entry of this formula, charge and spin) is 66.5 kcal per mole.

Results of the Löwdin charge analysis, in e, for atoms 1 through 8:
1. C -0.02
2. C -0.25
3. C -0.02
4. C -0.12
5. N 0.07
6. C -0.12
7. C 0.06
8. C 0.05



Entry 2:
Below is C30H45BaO5Si as an isolated structure at a distorted geometry, with properties calculated with the ωB97M-V functional and the def2-TZVPD basis.

Geometry (Å):
C -1.435 -0.881 0.995
C -1.040 0.452 1.237
C -2.204 1.240 1.307
H -0.029 0.804 1.345
C -3.314 0.398 1.112
C -2.841 -0.913 0.910
H -3.446 -1.786 0.746
H -0.781 -1.727 0.883
H -2.234 2.309 1.446
H -4.345 0.700 1.070
C -0.646 1.386 -2.634
C 0.190 0.860 -1.627
C 0.056 -0.548 -1.647
H 0.850 1.427 -0.994
C -0.905 -0.879 -2.615
C -1.334 0.323 -3.228
H -2.111 0.408 -3.968
H -0.806 2.431 -2.835
H 0.576 -1.240 -1.009
H -1.246 -1.869 -2.861
Ba -2.041 0.404 -0.922
O -3.181 1.736 -1.483
C -4.325 2.422 -1.070
C -5.565 1.682 -1.414
H -4.283 2.624 0.009
H -4.328 3.412 -1.553
H -5.830 0.884 -0.733
H -8.215 1.635 -1.405
C -7.802 1.883 -2.375
C -6.391 1.938 -2.517
C -5.886 2.266 -3.803
H -4.818 2.313 -3.963
C -6.737 2.521 -4.857
H -6.325 2.768 -5.827
C -8.118 2.464 -4.687
H -8.779 2.666 -5.519
C -8.641 2.142 -3.435
H -9.713 2.095 -3.295
C 3.714 -2.524 -2.307
C 3.454 -2.762 -0.811
C 2.205 -3.658 -0.667
C 4.663 -3.467 -0.179
O 3.285 -1.627 -0.244
Si 2.684 -0.688 0.914
O 1.113 -0.590 0.690
O 3.000 -1.329 2.357
C 2.617 -1.853 3.461
C 1.148 -1.492 3.751
C 2.766 -3.381 3.389
C 3.500 -1.321 4.602
O 3.330 0.778 0.813
C 3.507 1.957 1.276
C 2.433 2.908 0.722
C 3.437 1.944 2.812
C 4.895 2.452 0.840
H 3.870 -3.488 -2.839
H 4.616 -1.891 -2.451
H 2.848 -2.004 -2.772
H 2.384 -4.653 -1.131
H 1.948 -3.817 0.396
H 1.325 -3.228 -1.175
H 5.578 -2.845 -0.286
H 4.485 -3.646 0.900
H 4.843 -4.448 -0.670
H 1.015 -0.390 3.799
H 0.486 -1.893 2.956
H 0.820 -1.929 4.719
H 3.820 -3.664 3.185
H 2.461 -3.850 4.350
H 2.121 -3.802 2.595
H 4.569 -1.551 4.407
H 3.387 -0.224 4.713
H 3.211 -1.787 5.570
H 1.419 2.576 1.027
H 2.583 3.938 1.109
H 2.483 2.947 -0.387
H 4.230 1.285 3.222
H 3.587 2.965 3.223
H 2.445 1.575 3.153
H 5.688 1.778 1.230
H 4.968 2.472 -0.269
H 5.084 3.478 1.224

The calculation puts the energy at -1861.0502 Eh. As for the maximum force: 9.7 eV/A. For the molecular weight, the calculation gives 651.10 g/mol. Its multiplicity is 1. The value obtained for the frontier orbital gap (spin up / spin down) is 6.156 / 5.254 eV. The LUMO energy (spin up / spin down) is 1.79 / 1.58 eV. The total charge is -1. The value obtained for the relative energy (zero: lowest compared OMol25 entry of this formula, charge and spin) is 215.3 kcal per mole.

Results of the Löwdin charge analysis, in e, for atoms 1 through 8:
1. C -0.28
2. C -0.29
3. C -0.27
4. H 0.08
5. C -0.31
6. C -0.28
7. H 0.10
8. H 0.10



Entry 3:
Below is C30H45Br28N2O3 as an isolated structure at a distorted geometry, with properties calculated with the ωB97M-V functional and the def2-TZVPD basis.

Geometry (Å):
C -3.983 0.020 3.013
C -2.956 0.377 3.918
C -1.819 0.496 5.122
C -1.340 2.084 5.124
C 0.278 2.268 4.783
C 0.692 1.812 3.268
C 2.245 1.466 2.884
C 2.272 1.916 1.272
N 0.822 2.041 0.756
C 0.047 0.800 0.409
C 0.866 -0.595 0.255
C 0.598 -1.646 1.531
C 1.998 -2.157 2.241
N 1.952 -3.665 2.330
C 1.173 -4.173 3.518
C 0.167 -3.324 4.488
O 1.313 -5.497 3.810
C 0.905 2.790 -0.547
C -0.224 3.915 -0.848
C -0.048 4.316 -2.465
Br -2.131 3.396 -0.630
C 0.154 2.722 1.972
C 0.668 4.215 2.418
C -0.482 5.147 3.148
O -1.816 5.065 2.535
C -2.825 5.551 3.532
O -4.079 5.941 3.175
H -4.962 -0.404 2.477
H -2.194 0.114 6.163
H -0.920 -0.215 4.813
H -2.030 2.774 4.449
H -1.513 2.471 6.240
H 0.683 3.349 5.076
H 0.832 1.526 5.530
H 0.182 0.744 3.194
H 2.914 2.220 3.479
H 2.699 0.412 3.110
H 2.895 2.930 1.374
H 3.032 1.296 0.593
H -0.784 0.611 1.246
H -0.596 0.922 -0.591
H 0.386 -1.177 -0.674
H 2.002 -0.520 -0.002
H -0.191 -1.206 2.306
H 0.078 -2.639 1.117
H 2.941 -1.841 1.609
H 2.088 -1.670 3.323
H 1.656 -4.116 1.426
H -0.964 -3.691 4.394
H 0.474 -3.600 5.608
H 0.255 -2.160 4.414
H 1.953 3.365 -0.535
H 0.982 2.093 -1.513
H -0.083 4.949 -0.284
H -0.476 5.395 -2.689
H -0.587 3.502 -3.149
H 1.106 4.246 -2.757
H -1.012 2.636 2.022
H 1.121 4.857 1.520
H 1.568 4.156 3.201
H -0.121 6.273 3.013
H -0.549 4.985 4.321
H -2.604 5.609 4.699
C -6.233 2.258 5.594
Br -5.186 3.886 5.788
Br -5.127 0.744 5.072
Br -7.278 1.874 7.189
H -6.944 2.430 4.780
C -3.943 -3.002 -0.020
Br -2.532 -4.198 -0.623
Br -4.453 -3.356 1.824
Br -3.476 -1.134 -0.296
H -4.822 -3.207 -0.640
C 2.902 0.294 -3.882
Br 1.154 -0.086 -3.119
Br 2.793 0.674 -5.787
Br 3.823 1.708 -2.914
H 3.504 -0.614 -3.771
C -5.001 -7.357 -1.654
Br -5.979 -5.846 -0.916
Br -6.099 -8.960 -1.735
Br -4.210 -6.933 -3.380
H -4.175 -7.569 -0.968
C 6.822 0.102 -6.670
Br 7.590 -0.567 -8.327
Br 6.696 -1.289 -5.317
Br 7.770 1.668 -6.013
H 5.799 0.420 -6.898
C -3.175 -6.800 -7.359
Br -3.922 -6.232 -9.063
Br -1.572 -7.876 -7.594
Br -2.868 -5.294 -6.166
H -3.923 -7.440 -6.880
C 1.433 -10.220 -8.044
Br 2.058 -11.235 -6.507
Br 2.867 -9.196 -8.868
Br 0.518 -11.352 -9.335
H 0.697 -9.499 -7.673
C 6.060 0.098 -12.501
Br 6.972 -1.602 -12.752
Br 4.764 0.018 -11.053
Br 7.315 1.566 -12.269
H 5.500 0.299 -13.421
C -0.248 7.950 6.567
Br 0.378 6.935 8.104
Br 1.187 8.974 5.743
Br -1.163 6.819 5.276
H -0.983 8.671 6.938

The calculation puts the energy at -73576.7312 Eh. As for the maximum force: 9.6 eV/A. For the molecular weight, the calculation gives 2719.01 g/mol. Its multiplicity is 1. The value obtained for the frontier orbital gap is 7.268 eV. The LUMO energy is -2.80 eV. The total charge is +1.

Results of the Löwdin charge analysis, in e, for atoms 1 through 8:
1. C -0.18
2. C -0.26
3. C -0.18
4. C -0.18
5. C -0.15
6. C -0.23
7. C -0.08
8. C -0.10